This record from OMol25 describes an isolated ion of composition C2H4N5O3 and charge +1 in a non-equilibrium geometry. The level of theory is wB97M-V/def2-TZVPD.

Structure (XYZ):
```
14
Properties=species:S:1:pos:R:3:mulliken_charge:R:1
N -0.978 1.284 1.018 -0.490
H -0.191 -0.991 -1.847 0.401
N -1.001 -0.451 -0.232 0.172
O 1.788 -0.079 -0.760 -0.285
O 2.076 -1.517 0.882 -0.134
H -2.976 -1.057 0.264 0.455
O -0.602 -1.417 -1.079 -0.348
C -2.178 -0.351 0.384 0.016
C 1.125 0.969 -0.168 -0.240
H 1.104 1.837 -0.811 0.308
H 1.589 1.270 0.768 0.379
N -0.274 0.584 0.186 0.796
N 2.676 -0.796 0.239 0.291
N -2.158 0.716 1.158 -0.320
```

Relative energy (zero: lowest compared OMol25 entry of this formula, charge and spin) (kcal/mol): 0.0
Charge: +1
Multiplicity: 1
Gap between HOMO and LUMO (hartree): 0.384
Calculated total energy (eV): -15717.341



This record from OMol25 describes an isolated ion of composition C2H4N5OS and charge +1 in a non-equilibrium geometry. The level of theory is wB97M-V/def2-TZVPD.

Structure (XYZ):
```
13
Properties=species:S:1:pos:R:3:mulliken_charge:R:1
H 0.921 1.991 -0.013 0.252
N -1.077 -1.529 -0.082 -0.860
S -2.676 -0.288 0.420 0.694
C 0.820 -0.029 0.066 1.275
C 2.167 -0.120 0.052 -1.185
O -3.703 -0.620 -0.485 -0.328
N 0.110 -1.243 0.016 0.582
N 0.224 1.247 0.020 0.245
H 0.768 -2.046 0.052 0.288
N -2.055 1.200 -0.055 -0.318
H 2.797 0.755 0.075 0.318
N -0.977 1.748 -0.074 -0.267
H 2.679 -1.068 0.008 0.303
```

Relative energy (zero: lowest compared OMol25 entry of this formula, charge and spin) (kcal/mol): 0.0
Charge: +1
Multiplicity: 1
Gap between HOMO and LUMO (spin up / spin down) (hartree): 0.282 / 0.282
Calculated total energy (eV): -22458.242



This record from OMol25 describes a 2-piece molecular cluster, C2H4N7O3 overall in a non-equilibrium geometry. The level of theory is wB97M-V/def2-TZVPD.

Structure (XYZ):
```
16
Properties=species:S:1:pos:R:3:mulliken_charge:R:1
C -0.982 0.144 0.174 0.530
N -1.381 -0.781 1.098 -0.467
O 0.302 2.149 -1.318 -0.483
N 1.051 -2.072 -0.233 1.207
H -2.448 0.119 -1.026 0.205
H -0.506 1.499 -1.397 0.392
H -2.085 -1.439 0.797 0.277
O 0.740 -2.524 0.931 -0.772
N 1.007 -0.911 -0.621 -0.535
N 0.281 0.516 0.496 -0.308
N -1.646 0.749 -0.786 -0.710
H -0.531 -1.345 1.413 0.366
N 2.577 2.768 1.075 -0.478
N 0.651 1.718 0.017 0.066
C 1.673 2.308 0.546 0.420
O 1.298 -2.898 -1.166 -0.710
```

Relative energy (zero: lowest compared OMol25 entry of this formula, charge and spin) (kcal/mol): 54.0
Charge: -1
Multiplicity: 1
Gap between HOMO and LUMO (spin up / spin down) (hartree): 0.291 / 0.291
Calculated total energy (eV): -18704.999



This record from OMol25 describes C2H4NO2 as an isolated structure in a non-equilibrium geometry. The level of theory is wB97M-V/def2-TZVPD.

Structure (XYZ):
```
9
Properties=species:S:1:pos:R:3:mulliken_charge:R:1
H 0.902 0.424 1.705 0.268
O 1.464 -0.643 -1.496 -0.594
H -0.364 1.970 2.057 0.238
C -0.154 0.928 1.627 -0.351
C 0.252 -0.798 -1.502 -0.103
H -0.415 0.057 -1.707 0.216
N -0.932 0.488 0.735 -0.435
O -0.515 -0.670 0.182 -0.391
H -0.237 -1.755 -1.600 0.151
```

Relative energy (zero: lowest compared OMol25 entry of this formula, charge and spin) (kcal/mol): 98.5
Charge: -1
Multiplicity: 1
Gap between HOMO and LUMO (hartree): 0.299
Calculated total energy (eV): -7721.340